Density functional theory data (ωB97M-V with the def2-TZVPD basis set) for the molecule C10H15NO.

XYZ file:
```
27
Properties=species:S:1:pos:R:3:forces:R:3
O -1.76432 0.88805 -0.55911 -5.6 0.9 -2.2
C 0.47687 -3.29929 -1.67362 -0.2 4.3 -2.8
C -0.02165 -3.13949 -0.42559 0.2 -0.2 0.7
C 0.55601 -2.09335 -2.52162 -0.9 -0.1 2.5
C -0.36783 -1.92179 0.15986 0.3 1.8 -1.3
C 0.16552 -0.86274 -1.94120 0.9 1.5 -0.6
C -0.23499 -0.70304 -0.55214 0.7 -2.5 -0.6
C 1.55019 1.77626 0.41729 -0.8 0.2 -1.5
C -1.11143 1.97344 2.25014 -1.0 -1.6 -0.7
C 0.23516 1.66347 -0.43581 3.0 3.6 0.1
C -0.80237 0.67016 1.50914 1.4 -1.3 1.5
N -0.66953 0.65582 0.01120 1.7 -1.6 1.2
H 0.71715 -4.13898 -2.23548 0.4 -2.0 0.0
H -0.06708 -3.96819 0.23808 -0.2 -0.8 0.3
H 0.89331 -2.10621 -3.57418 -0.2 -0.1 0.8
H -0.74565 -1.99205 1.15167 -0.1 0.3 0.6
H 0.31665 0.06732 -2.62541 -0.6 -1.8 1.4
H 1.49039 2.31447 1.35214 -0.4 -0.2 0.3
H 1.90483 0.77312 0.54371 0.7 -0.4 0.3
H 2.22901 2.37032 -0.18356 0.4 -0.2 -0.2
H -2.12450 2.25562 2.04903 -0.6 0.3 -0.2
H -1.06161 1.75563 3.31536 0.3 0.1 0.0
H -0.47868 2.75229 1.95338 1.0 1.2 -0.1
H 0.49418 1.42642 -1.48690 -0.2 0.4 0.9
H -0.23530 2.71913 -0.44151 0.1 -2.1 0.1
H 0.15104 0.27179 1.87806 0.1 0.2 0.0
H -1.49537 -0.10818 1.82708 -0.4 0.2 -0.6
```
Positions in Å, forces in eV/Å.

- HOMO level (eV) = -8.017
- orbital gap (eV) = 8.86
- SMILES = CC[N+]([O-])(CC)c1ccccc1

=====

Density functional theory data (ωB97M-V with the def2-TZVPD basis set) for a cluster of 2 separate species, C10H15NO3S in total.

XYZ file:
```
30
Properties=species:S:1:pos:R:3:forces:R:3
C -1.96189 -0.49046 -3.47309 -0.7 -1.2 -1.1
C -1.01890 -1.52912 -3.52799 1.7 -1.4 2.3
C -1.91408 0.52624 -2.51927 -0.1 0.1 0.9
C 0.07051 -1.47383 -2.55141 -1.3 1.8 -1.4
C -0.84706 0.54863 -1.54848 -0.9 -0.3 -1.9
C 0.18529 -0.37290 -1.62834 0.1 -2.2 -1.0
C 0.98375 -2.44570 0.79181 1.6 -1.4 -1.1
C -0.65573 1.75342 3.41123 -0.6 -1.8 -0.2
C 1.39940 -0.37723 -0.66174 -0.7 1.6 -1.3
C 1.05594 -0.95873 0.68164 2.1 -1.6 -1.2
N 1.24084 -0.28662 1.70282 0.5 2.0 2.2
O 1.33355 2.29785 2.10773 1.8 -0.8 -0.7
O -0.02386 4.19120 2.57514 -0.3 -0.7 0.1
O -0.71849 2.58147 0.86823 -0.7 -0.5 -0.3
S -0.08458 2.82741 2.12155 -0.2 1.8 1.0
H -2.79702 -0.59771 -4.22065 0.7 0.6 1.0
H -1.13490 -2.56240 -4.07088 0.1 2.6 0.5
H -2.81363 1.22504 -2.49460 1.7 -0.7 0.2
H 0.92228 -2.12893 -2.67515 -0.1 -0.4 0.2
H -0.74466 1.30008 -0.81033 -0.4 0.8 0.5
H 0.54065 -2.81416 1.69516 -0.6 0.1 0.5
H 0.44588 -2.80630 -0.08084 -0.1 -0.5 0.0
H 2.04181 -2.96608 0.80248 -1.8 1.4 -0.4
H -0.42773 0.66587 3.04989 -0.5 2.0 0.6
H -0.00129 1.95182 4.30662 -1.2 0.0 -0.8
H -1.77292 1.84210 3.50736 1.2 0.1 0.4
H 2.17496 -1.02805 -1.09759 -0.3 0.1 0.2
H 1.86967 0.67757 -0.62335 -0.9 -1.6 0.4
H 1.35550 -0.84822 2.54457 -0.6 0.1 0.1
H 1.29669 1.29776 1.81750 0.5 0.2 0.3
```
Positions in Å, forces in eV/Å.

- HOMO level (eV) = -9.245
- orbital gap (eV) = 9.46
- SMILES = [H]/N=C(\C)Cc1ccccc1.CS(=O)(=O)O

=====

Density functional theory data (ωB97M-V with the def2-TZVPD basis set) for a structure of composition C10H15O10Pb.

XYZ file:
```
36
Properties=species:S:1:pos:R:3:forces:R:3
Pb -0.26328 0.18357 -0.62106 0.5 0.1 0.2
C -3.45284 -1.23235 -3.27058 -0.2 -0.8 0.1
C -2.18657 -0.55257 -2.73528 0.3 0.2 -0.3
O -2.30637 0.61174 -2.28245 -0.3 -0.1 0.0
O -1.11809 -1.20690 -2.73991 -0.2 -0.2 0.0
H -3.28603 -2.30076 -3.44088 0.2 0.0 0.2
H -3.82826 -0.87037 -4.23062 0.1 0.6 0.2
H -4.21310 -1.14105 -2.49232 -0.2 0.2 -0.2
C 1.14994 2.97595 1.64432 0.2 -0.1 0.2
C -0.00089 3.54280 0.81879 -0.6 0.4 0.2
O -0.27497 4.75681 1.01750 0.1 -0.2 -0.1
O -0.59805 2.77553 0.01930 0.1 -0.2 0.0
H 1.02235 3.18907 2.70893 -0.2 0.1 -0.1
H 2.05541 3.50678 1.34015 0.1 -0.2 -0.1
H 1.24980 1.89654 1.54762 0.1 0.0 -0.2
C -2.64898 -0.27304 3.31176 -0.7 -0.2 0.3
C -1.74303 -0.21556 2.09405 1.1 0.7 -0.4
O -0.56105 0.13966 2.30559 -0.3 -0.1 0.1
O -2.20975 -0.50002 0.95940 -0.5 -0.2 0.1
H -2.34207 -1.14273 3.90018 -0.2 0.0 0.0
H -3.70431 -0.34670 3.03547 0.1 -0.3 -0.1
H -2.56031 0.59699 3.96296 0.4 0.1 -0.2
C 3.73618 2.44992 -0.98583 -0.4 1.0 0.6
C 3.24380 1.11529 -1.53521 -0.1 -0.4 -0.9
O 4.11693 0.26157 -1.77646 0.1 0.2 0.1
O 1.99948 1.02086 -1.76037 0.1 0.0 0.4
H 3.81827 2.37895 0.10372 0.3 -0.2 -0.1
H 3.01498 3.26363 -1.12287 -0.1 -0.2 -0.2
H 4.68197 2.78171 -1.41746 0.2 -0.3 0.1
C 0.67554 -4.48170 0.27367 -0.4 -0.6 0.4
C 1.52064 -3.18762 0.16022 -0.6 0.1 -0.1
O 2.74611 -3.34975 0.25891 0.1 0.0 0.1
O 0.85399 -2.13332 -0.00823 0.2 0.0 0.0
H -0.40626 -4.35072 0.37175 0.1 0.5 -0.1
H 0.99937 -5.02058 1.17286 0.1 -0.1 -0.1
H 0.81941 -5.14162 -0.58760 0.3 0.1 0.0
```
Positions in Å, forces in eV/Å.

- HOMO level (eV) = 0.400
- orbital gap (eV) = 6.91
- net charge = -3

=====

Density functional theory data (ωB97M-V with the def2-TZVPD basis set) for a cluster of 2 separate species, C10H16 in total.

XYZ file:
```
26
Properties=species:S:1:pos:R:3:forces:R:3
C -0.09307 2.11376 0.00665 -2.0 0.4 1.5
C 0.67996 3.26946 0.60899 1.6 0.6 0.0
C 0.54860 0.86852 0.46499 -3.6 -0.3 1.5
C -0.14373 -0.06559 1.23454 -3.4 2.0 -0.9
C 1.81999 0.62603 0.13545 4.2 -1.6 -0.1
C 0.45849 -1.08945 1.86142 1.1 -0.8 1.2
C 2.55883 -0.27858 0.97089 1.6 -0.4 -1.1
C 1.89209 -1.02262 1.90422 0.8 -1.6 1.5
H -1.19238 2.28044 0.24183 1.1 -0.8 0.6
H -0.23638 1.96063 -1.01879 0.8 1.0 -2.4
H 0.25210 4.26483 0.45649 0.2 0.1 -0.8
H -1.31141 0.13057 1.27147 2.2 -0.7 0.2
H 2.27707 1.15275 -0.69015 0.3 0.2 0.0
H -0.10739 -1.79781 2.44470 0.0 -0.2 0.1
H 3.70140 -0.56051 0.84078 -2.2 1.2 0.1
H 2.50412 -1.62927 2.68076 -1.2 0.8 -1.5
H 1.79020 3.18758 0.27291 -1.9 0.6 0.7
H 0.63370 3.22310 1.72643 0.3 -0.6 -0.8
C -2.10556 -2.82320 -2.15194 1.3 0.1 1.6
C -1.94401 -1.34234 -1.73428 1.7 0.2 -0.3
H -2.88335 -2.88725 -2.83934 -1.3 -0.3 -1.5
H -1.18695 -3.24795 -2.53336 0.3 0.3 -0.7
H -2.32283 -3.58246 -1.37773 -0.2 0.9 0.3
H -2.09563 -0.62329 -2.57211 -0.1 -0.7 0.5
H -0.95739 -1.05628 -1.29892 -0.2 -0.7 -0.6
H -2.53647 -1.07104 -0.90589 -1.4 0.3 0.7
```
Positions in Å, forces in eV/Å.

- HOMO level (spin up / spin down) (eV) = 0.959 / -4.372
- multiplicity = 2
- orbital gap (spin up / spin down) (eV) = 2.96 / 8.09
- net charge = -1

=====

Density functional theory data (ωB97M-V with the def2-TZVPD basis set) for a cluster of 2 separate species, C10H16 in total.

XYZ file:
```
26
Properties=species:S:1:pos:R:3:forces:R:3
C 0.08543 1.81546 -2.82103 0.1 -0.3 -0.6
C 0.08764 -1.96129 -0.71851 0.5 0.3 -0.7
C -1.12131 -1.40676 -1.16393 0.3 0.0 0.5
C 1.29382 -1.37671 -1.06338 -0.2 -0.2 0.8
C -1.11729 -0.06077 -1.72251 -0.3 -1.5 0.2
C 1.30150 -0.17264 -1.82914 -0.3 0.3 -0.5
C 0.07758 0.47279 -2.13135 -0.3 0.6 0.5
H 0.09556 -2.86306 -0.11391 -0.1 -0.1 0.0
H -2.01115 -1.91099 -0.84233 -0.6 0.1 0.0
H 2.19142 -1.71283 -0.55076 0.2 -0.1 -0.3
H -2.11190 0.37120 -1.79968 0.3 0.6 -0.4
H 2.20725 0.29503 -2.17714 0.3 0.0 0.0
H 0.44459 2.65499 -2.22885 0.0 0.0 0.3
H -0.90456 2.04305 -3.21143 -0.2 0.1 0.1
H 0.73405 1.74987 -3.70314 0.1 0.1 0.0
C 0.37226 0.28372 1.93988 -0.9 -0.4 1.0
C -1.02531 0.87614 1.77772 0.0 -0.4 0.1
C 0.47924 -0.47843 3.26550 -0.1 -0.7 0.0
H 0.49618 -0.46644 1.15656 0.5 0.5 -0.2
H 1.12850 1.06723 1.93909 0.1 0.0 -0.4
H -1.76547 0.09084 1.61107 0.1 -0.2 0.1
H 0.34978 0.09286 4.19222 0.3 0.4 -0.2
H -0.30898 -1.23896 3.34583 0.1 0.0 -0.3
H 1.42809 -1.02849 3.28828 -0.1 0.2 0.3
H -1.32352 1.40265 2.69150 0.0 0.4 -0.3
H -1.08342 1.46151 0.86942 0.0 0.5 0.0
```
Positions in Å, forces in eV/Å.

- HOMO level (spin up / spin down) (eV) = 0.716 / -3.396
- multiplicity = 2
- orbital gap (spin up / spin down) (eV) = 3.12 / 7.19
- net charge = -1

=====

Density functional theory data (ωB97M-V with the def2-TZVPD basis set) for a cluster of 2 separate species, C10H16 in total.

XYZ file:
```
26
Properties=species:S:1:pos:R:3:forces:R:3
C 1.01065 -2.45495 -0.93479 -2.4 1.8 0.9
C 0.58437 -0.10523 -1.77566 -0.1 -0.7 -0.5
C 0.99459 -0.93565 -0.76846 0.9 0.3 0.1
C 0.68132 1.31900 -1.70307 -0.2 -0.4 0.1
C 1.57374 -0.37832 0.42420 0.0 -0.5 -0.3
C 1.29602 1.83064 -0.54944 0.2 0.7 0.7
C 1.76885 1.04400 0.48390 -0.4 -0.3 -0.5
H 0.22925 -0.60312 -2.68031 0.0 0.2 -0.1
H 0.24125 1.93876 -2.47197 0.1 0.1 0.0
H 2.01490 -2.81390 -0.74766 0.0 -0.6 -0.5
H 0.39287 -2.67064 -1.81243 1.1 -0.4 -0.6
H 1.67002 -1.04994 1.27222 0.3 0.2 0.2
H 1.36930 2.91078 -0.40935 0.2 0.0 -0.2
H 2.31906 1.51010 1.29295 -0.1 0.0 0.2
H 0.27337 -2.79429 -0.18347 0.8 -0.4 0.5
C -1.66323 0.00168 1.17275 1.6 -1.0 -0.1
C -2.61654 -1.18349 1.21876 -1.0 -0.1 0.4
C -2.12121 1.38526 1.60265 -1.3 -0.6 -0.4
H -0.74370 -0.28769 1.69418 -0.2 0.2 0.3
H -1.26778 0.01010 0.15488 -0.2 0.4 -0.1
H -2.84634 -1.63949 2.19378 0.1 0.7 0.3
H -1.31224 2.01050 1.96182 0.1 0.0 0.0
H -2.25678 -2.06486 0.68505 0.2 0.4 -0.5
H -3.58306 -0.87231 0.80459 0.0 -0.3 -0.2
H -2.60002 1.85705 0.74279 0.2 0.3 -0.1
H -2.93851 1.30966 2.33277 0.3 0.1 0.3
```
Positions in Å, forces in eV/Å.

- HOMO level (spin up / spin down) (eV) = 0.714 / -3.346
- multiplicity = 2
- orbital gap (spin up / spin down) (eV) = 3.07 / 7.09
- net charge = -1

=====

Density functional theory data (ωB97M-V with the def2-TZVPD basis set) for a cluster of 2 separate species, C10H16 in total.

XYZ file:
```
26
Properties=species:S:1:pos:R:3:forces:R:3
C 0.57571 -1.64332 1.35400 2.2 2.1 1.9
C -0.58032 -2.40783 1.84415 -2.6 -1.6 -2.4
C 1.68888 -1.66136 2.49713 -0.7 3.7 -0.9
H 0.99646 -1.97539 0.43427 0.1 -0.3 -0.8
H 0.31634 -0.55842 1.25890 0.4 -1.3 -0.1
H -1.52589 -1.84580 1.77753 0.3 0.0 0.4
H 1.24385 -0.88150 3.25492 1.2 -1.8 -0.9
H -0.46519 -2.83546 2.80392 0.1 -0.2 1.1
H -0.82317 -3.27579 1.14810 0.5 0.7 0.8
H 1.79562 -2.61844 2.91207 0.1 -1.3 0.7
H 2.70719 -1.27350 2.16283 -1.4 -0.5 0.3
C -1.99145 0.01156 -1.68631 -1.3 -3.8 -1.0
C 0.59515 2.65191 -2.40537 -2.5 -2.2 1.6
C 1.02656 2.82232 -1.11663 1.1 0.7 1.2
C -0.41240 1.76309 -2.63850 -0.8 -3.7 -0.8
C -0.85002 0.84684 -1.64770 1.7 3.7 0.0
C 0.69687 2.01068 -0.03851 -3.4 -1.0 -7.3
C -0.29102 1.05282 -0.44035 1.7 0.6 4.0
H 0.91245 3.11222 -3.23720 1.6 2.3 -2.4
H 1.61049 3.68734 -1.00972 1.3 0.9 0.6
H -0.75778 1.38646 -3.61751 0.2 1.3 0.0
H 1.07587 1.98994 0.86944 1.7 0.4 4.1
H -2.70052 0.24164 -0.93649 -1.2 1.1 0.4
H -1.77691 -1.02010 -1.27896 0.3 0.6 -0.9
H -0.63762 0.51302 0.43133 -0.5 -0.4 -0.4
H -2.42915 -0.09292 -2.69532 -0.1 0.0 0.6
```
Positions in Å, forces in eV/Å.

- HOMO level (eV) = -8.899
- orbital gap (eV) = 9.86
- SMILES = Cc1ccccc1.CCC

=====

Density functional theory data (ωB97M-V with the def2-TZVPD basis set) for a cluster of 2 separate species, C10H16 in total.

XYZ file:
```
26
Properties=species:S:1:pos:R:3:forces:R:3
C 1.59177 -1.09849 1.27130 1.6 -1.7 -0.5
C 0.56503 -2.20981 1.41909 -1.4 0.3 1.7
C 2.34660 -1.32122 -0.07818 -1.2 2.6 0.4
H 1.24768 -0.08096 1.44275 -0.4 -0.1 -0.4
H 2.33587 -1.28718 2.05778 0.0 0.3 -0.1
H 0.48033 -2.48355 2.48998 -0.1 0.1 -0.4
H 1.63149 -1.19911 -0.89987 -0.1 -1.3 0.1
H 2.86056 -0.38672 -0.30850 1.1 -0.2 0.3
H 0.76575 -3.15330 0.92162 0.4 0.2 -0.4
H -0.44591 -1.88109 1.15120 0.2 -0.1 -0.3
H 2.97364 -2.20037 -0.02671 0.0 -0.1 -0.4
C -2.47656 1.86837 0.93948 -1.2 0.4 -0.9
C 0.44040 1.76479 -1.43556 -0.1 -0.8 -0.8
C -0.40269 2.11067 -0.38974 0.7 0.5 0.0
C 0.14885 0.59977 -2.12202 0.2 -1.2 -0.4
C -1.56386 1.39922 -0.15162 0.2 -1.0 0.8
C -0.81625 -0.31521 -1.69020 -0.4 2.0 -0.1
C -1.72250 0.12388 -0.72036 0.6 0.1 -1.1
H 1.30341 2.27750 -1.85014 -0.2 0.6 0.7
H -0.13624 2.88773 0.32181 -0.2 0.3 -0.4
H 0.70927 0.30453 -3.00955 0.2 0.3 0.3
H -0.95397 -1.19594 -2.28023 -0.2 -0.6 0.1
H -2.29427 1.25410 1.81695 -0.3 0.5 0.4
H -3.51859 1.80270 0.60650 -0.1 -1.0 0.1
H -2.55132 -0.53598 -0.54406 -0.5 0.1 0.6
H -2.51850 2.95565 1.06828 1.1 -0.2 0.6
```
Positions in Å, forces in eV/Å.

- HOMO level (eV) = -9.007
- orbital gap (eV) = 10.01
- SMILES = Cc1ccccc1.CCC

=====

Density functional theory data (ωB97M-V with the def2-TZVPD basis set) for a cluster of 2 separate species, C10H16 in total.

XYZ file:
```
26
Properties=species:S:1:pos:R:3:forces:R:3
C -2.17630 1.39837 -1.19587 -1.8 1.1 0.1
C -3.24773 0.50990 -0.53069 0.2 -0.4 -2.1
C -0.78570 1.13513 -0.68971 -0.6 -0.3 -0.4
C 0.26802 1.06679 -1.59904 -0.2 0.0 0.6
C -0.54759 0.91794 0.66705 0.5 0.6 0.5
C 1.56928 0.99659 -1.12753 1.2 1.1 -0.1
C 0.76992 0.84508 1.11332 0.1 0.5 0.4
C 1.82904 1.03272 0.24024 -0.6 -0.1 0.4
H -2.36868 1.26951 -2.27940 1.0 -0.2 0.3
H -2.56938 2.44189 -1.09891 1.1 -0.3 0.5
H -3.05459 0.25311 0.51026 -0.3 -0.1 -0.3
H 0.00682 1.19928 -2.63911 0.4 -0.1 -0.2
H -1.30633 1.03386 1.44824 0.0 -0.4 -0.6
H 2.42644 1.14988 -1.78626 -0.4 -0.2 -0.1
H 1.04442 0.80132 2.17233 -0.6 0.0 -0.2
H 2.73534 1.36314 0.75258 0.3 -0.7 -0.9
H -3.22068 -0.32639 -1.26356 -0.3 -0.4 1.4
H -4.21705 0.97270 -0.72213 -0.1 0.0 0.6
C 1.10950 -2.82428 0.71993 0.9 0.4 -0.3
C 1.64772 -3.55261 1.95559 -0.8 0.7 0.0
H 1.63108 -3.29586 -0.12760 -1.0 0.0 -0.2
H 0.02232 -2.75166 0.67316 0.1 -0.6 -0.3
H 1.43334 -1.77875 0.62650 0.1 -0.2 0.5
H 1.30519 -4.59876 1.94907 0.4 0.3 0.0
H 1.25971 -3.07901 2.87100 0.3 -0.2 -0.1
H 2.73233 -3.45778 1.91733 0.0 -0.4 0.4
```
Positions in Å, forces in eV/Å.

- HOMO level (eV) = -8.941
- orbital gap (eV) = 9.97
- SMILES = CCc1ccccc1.CC